{"formula": "C28H42FeNO2Si", "method": "the ωB97M-V functional and the def2-TZVPD basis", "species": ["Fe", "Si", "O", "O", "N", "C", "C", "C", "C", "C", "C", "C", "C", "C", "C", "C", "C", "C", "C", "C", "C", "C", "C", "C", "C", "C", "C", "C", "C", "C", "C", "C", "C", "H", "H", "H", "H", "H", "H", "H", "H", "H", "H", "H", "H", "H", "H", "H", "H", "H", "H", "H", "H", "H", "H", "H", "H", "H", "H", "H", "H", "H", "H", "H", "H", "H", "H", "H", "H", "H", "H", "H", "H", "H", "H"], "positions_angstrom": [[-0.81, 0.21, 0.56], [-0.28, -0.77, 3.45], [3.03, -1.96, -0.56], [6.28, -2.50, -3.23], [-1.33, 0.17, 2.37], [-1.46, -2.37, 0.53], [-2.49, 0.80, 2.82], [-0.02, 1.63, -1.29], [1.17, -1.68, 2.66], [7.53, -2.03, -2.62], [7.04, -2.92, -4.40], [1.01, 2.04, 0.74], [-4.62, 2.47, 3.68], [5.21, -1.00, -0.76], [-0.37, 2.41, 0.86], [1.22, 1.57, -0.60], [6.65, -2.12, -5.63], [-1.34, -2.03, 4.33], [-3.50, 1.25, 1.91], [-2.70, 1.08, 4.18], [-3.70, 1.96, 4.60], [0.58, 0.40, 4.66], [4.01, -1.18, 0.17], [3.16, -1.52, -1.94], [-1.01, 2.20, -0.41], [6.86, -4.42, -4.57], [4.48, -0.76, -2.11], [-1.90, -0.78, -1.11], [-2.43, -1.42, 0.07], [8.40, -2.48, -3.77], [-0.62, -1.38, -1.38], [-0.36, -2.34, -0.37], [-4.54, 2.08, 2.34], [-1.59, -3.03, 1.38], [5.61, -2.36, -5.87], [-1.90, -2.67, 3.62], [-0.18, 1.39, -2.35], [2.29, -0.86, -2.16], [4.30, 0.31, -2.25], [3.10, -2.41, -2.59], [7.48, -4.78, -5.40], [-5.28, 2.43, 1.62], [5.81, -1.93, -0.79], [-0.01, -1.19, -2.26], [-3.43, -1.26, 0.48], [7.09, -4.95, -3.64], [7.55, -0.94, -2.48], [-5.41, 3.15, 4.03], [3.59, -0.17, 0.41], [-2.01, 2.54, -0.68], [-0.72, -2.69, 4.95], [7.29, -2.42, -6.48], [0.98, -2.19, 1.71], [8.92, -1.66, -4.27], [1.54, -2.44, 3.36], [-0.84, 2.86, 1.74], [2.18, 1.30, -1.04], [-2.07, -1.53, 4.98], [1.09, 1.20, 4.09], [-3.47, 0.93, 0.86], [9.07, -3.30, -3.50], [-2.02, 0.64, 4.91], [1.34, -0.17, 5.21], [-2.45, -0.10, -1.77], [6.74, -1.05, -5.45], [0.54, -2.96, -0.32], [4.22, -1.71, 1.12], [1.77, 2.14, 1.51], [5.86, -0.17, -0.46], [-3.74, 2.25, 5.66], [5.81, -4.60, -4.80], [5.04, -1.12, -2.97], [1.99, -0.97, 2.48], [7.72, -2.57, -1.69], [-0.08, 0.88, 5.39]], "lumo_energy_ev": [2.07, 2.07], "energy_ha": -2850.53940, "s_squared": 6.023, "multiplicity": 5, "charge": -1, "max_force_ev_per_a": 2.8, "gap_ev": [5.51, 5.43], "e_homo_ev": [-3.4, -3.4]}

---

{"formula": "C28H42N10O12S", "method": "the ωB97M-V functional and the def2-TZVPD basis", "species": ["S", "O", "O", "O", "O", "O", "O", "O", "O", "O", "O", "O", "O", "N", "N", "N", "N", "N", "N", "N", "N", "N", "N", "C", "C", "C", "C", "C", "C", "C", "C", "C", "C", "C", "C", "C", "C", "C", "C", "C", "C", "C", "C", "C", "C", "C", "C", "C", "C", "C", "C", "H", "H", "H", "H", "H", "H", "H", "H", "H", "H", "H", "H", "H", "H", "H", "H", "H", "H", "H", "H", "H", "H", "H", "H", "H", "H", "H", "H", "H", "H", "H", "H", "H", "H", "H", "H", "H", "H", "H", "H", "H", "H"], "positions_angstrom": [[0.01, -0.19, 0.01], [3.30, 3.72, 2.85], [-1.22, -1.02, -0.18], [1.08, -3.03, -5.84], [-0.49, 2.51, 4.90], [4.59, 3.31, 1.11], [-6.20, 0.75, 0.45], [-0.49, 4.60, 4.45], [-5.48, 2.81, 0.49], [0.93, -0.31, -1.04], [-0.34, 1.26, 0.14], [0.59, -0.62, 1.29], [3.01, -3.09, -4.96], [-0.53, -1.45, 3.39], [-5.37, 1.59, 0.53], [-3.52, -0.71, -3.10], [0.22, 4.08, -0.80], [1.78, -3.10, -4.82], [-0.46, 3.41, 4.09], [3.67, 2.97, 1.87], [-2.60, -3.71, -0.15], [3.27, 0.39, -2.45], [2.79, -1.38, 2.35], [-4.91, -1.09, -3.10], [-3.04, -4.06, 1.11], [3.79, -1.35, 1.27], [5.17, -1.75, 1.89], [3.13, 0.51, -3.84], [0.45, 6.39, -1.01], [1.46, 4.23, -1.50], [4.51, 0.65, -1.97], [3.43, -1.35, 3.61], [-0.81, -2.60, 5.43], [3.01, 1.72, 1.82], [4.88, -1.88, 3.33], [1.69, 5.78, -1.60], [-4.32, -0.28, -5.29], [-1.63, -0.80, 4.02], [-3.93, -5.49, -0.61], [-5.50, -0.82, -4.53], [-3.00, -4.49, -1.23], [-1.71, -1.40, 5.42], [-0.44, 5.26, -0.48], [-0.11, -2.54, 4.09], [5.40, 0.92, -3.17], [-0.85, 3.15, 2.72], [-3.78, -5.27, 0.87], [4.50, 0.96, -4.32], [1.16, -3.06, -3.49], [-3.99, 1.16, 1.04], [-3.12, -0.28, -4.38], [-0.03, 3.15, -0.57], [3.30, 1.40, 0.85], [-6.54, -0.77, -4.70], [-2.74, -3.51, 2.03], [-1.37, 5.27, -0.10], [-2.75, -4.01, -2.31], [-1.99, 3.00, 2.92], [-3.51, 0.82, 0.17], [3.58, -1.16, 0.32], [-4.19, -5.84, 1.54], [0.89, -2.06, -3.32], [2.73, -1.46, 4.46], [2.53, -0.04, -1.99], [4.89, 0.63, -0.92], [-0.53, 2.26, 2.32], [-2.94, -0.96, -2.26], [6.14, -1.82, 1.35], [-5.36, -1.49, -2.30], [2.68, 6.04, -2.04], [5.01, 0.87, -5.25], [-0.63, -3.24, 6.10], [-2.05, 0.20, -4.56], [2.11, 0.34, -4.36], [3.18, 1.03, 2.53], [0.02, 7.42, -0.70], [-2.07, -2.61, -0.29], [-4.10, 0.00, -6.22], [5.71, -2.05, 3.91], [-0.59, 4.10, 2.29], [-3.15, 1.93, 1.32], [0.24, -3.63, -3.40], [2.00, -1.15, 2.21], [1.98, 2.06, 1.73], [-4.46, -6.19, -1.12], [-0.37, -1.04, 2.26], [1.90, -3.28, -2.87], [-2.32, 0.04, 3.54], [0.62, -3.14, 3.51], [2.15, 3.43, -1.79], [6.65, 1.10, -3.06], [-2.43, -1.06, 6.13], [-4.17, 0.43, 1.96]], "lumo_energy_ev": 3.76, "energy_ha": -2939.93259, "charge": -2, "max_force_ev_per_a": 19.3, "gap_ev": 7.02, "e_homo_ev": -3.3}

---

{"formula": "C28H42N8O9S", "method": "the ωB97M-V functional and the def2-TZVPD basis", "species": ["S", "O", "O", "O", "O", "O", "O", "O", "O", "O", "N", "N", "N", "N", "N", "N", "N", "N", "C", "C", "C", "C", "C", "C", "C", "C", "C", "C", "C", "C", "C", "C", "C", "C", "C", "C", "C", "C", "C", "C", "C", "C", "C", "C", "C", "C", "H", "H", "H", "H", "H", "H", "H", "H", "H", "H", "H", "H", "H", "H", "H", "H", "H", "H", "H", "H", "H", "H", "H", "H", "H", "H", "H", "H", "H", "H", "H", "H", "H", "H", "H", "H", "H", "H", "H", "H", "H", "H"], "positions_angstrom": [[-9.00, -3.64, -1.01], [-11.82, -4.57, -0.66], [-4.88, -1.18, -1.25], [1.10, 2.89, 0.95], [-2.32, -4.97, 3.07], [4.59, 4.86, -3.32], [1.74, -6.40, 0.01], [3.48, 6.47, 2.14], [3.46, -1.98, -0.12], [-5.24, -3.45, 2.95], [4.96, 3.03, -4.57], [-11.22, -6.76, 0.15], [3.06, -0.86, 1.78], [-5.49, -2.71, 0.59], [-10.05, -6.07, -0.13], [0.69, 4.01, 2.84], [4.93, 8.01, 1.40], [0.06, -5.45, 3.99], [4.88, 1.63, -4.92], [0.33, 5.15, 3.66], [0.82, -6.37, -1.12], [-2.12, -4.33, 1.80], [3.98, 6.42, -0.21], [3.14, -0.92, 0.42], [-3.19, -2.82, -0.17], [2.83, 0.32, -0.36], [-0.80, -4.38, 0.96], [4.43, 3.65, -3.47], [-6.28, -3.69, -0.22], [-10.41, -4.77, -0.60], [-4.80, -3.27, 1.79], [0.71, -3.66, -1.30], [2.70, 0.29, 2.59], [0.46, 5.19, 0.71], [-0.62, -3.69, -0.42], [0.77, 3.94, 1.49], [-4.58, -2.09, -0.43], [4.10, 6.95, 1.20], [3.67, 2.80, -2.49], [-12.28, -5.83, -0.17], [-1.09, -5.13, 3.77], [-7.76, -3.98, 0.37], [5.74, 8.71, 0.42], [1.09, -5.06, -2.01], [-1.87, -2.89, -0.99], [-3.33, -3.52, 1.22], [-0.57, 5.50, 0.90], [1.80, 0.64, -0.17], [1.01, -7.32, -1.75], [0.91, 3.14, 3.31], [1.82, 0.02, 3.19], [6.78, 8.63, 0.72], [0.61, -5.22, -3.04], [4.95, 6.07, -0.56], [3.59, 7.20, -0.87], [0.10, -4.96, 1.38], [1.16, 5.98, 0.98], [-0.26, -6.46, -0.73], [1.17, 5.37, 4.33], [0.11, 6.03, 3.05], [5.46, 3.65, -5.19], [-6.45, -3.19, -1.25], [5.62, 8.29, -0.58], [-7.79, -5.08, 0.68], [1.58, -3.22, -0.65], [5.44, 9.76, 0.41], [3.53, 0.50, 3.27], [4.32, 1.05, -4.18], [5.89, 1.23, -4.99], [0.57, 4.99, -0.36], [-7.95, -3.29, 1.27], [0.55, -2.90, -2.16], [-1.85, -2.35, -2.00], [2.81, 2.35, -2.98], [1.35, -6.93, 0.75], [-0.55, 4.89, 4.25], [3.28, 5.58, -0.22], [4.33, 2.03, -2.08], [3.28, -1.73, 2.24], [3.31, 3.43, -1.67], [4.39, 1.54, -5.89], [3.52, 1.12, -0.09], [2.23, -5.03, -2.20], [4.97, 8.32, 2.36], [2.48, 1.17, 2.00], [-13.35, -6.17, 0.00], [-5.66, -4.64, -0.38], [2.94, 0.12, -1.43]], "lumo_energy_ev": -1.25, "energy_ha": -2605.20349, "charge": 0, "max_force_ev_per_a": 6.7, "gap_ev": 7.71, "e_homo_ev": -9.0}